Entry 1:
C48H113B4F18N12O14S2 | the ωB97M-V functional and the def2-TZVPD basis

Geometry as XYZ:
```
211
Properties=species:S:1:pos:R:3:mulliken_charge:R:1
C 5.51390 1.91384 1.97525 -0.3929
C 4.53928 2.89878 2.59184 0.2347
N 3.56578 2.27316 3.50315 0.5219
C 2.93274 1.06371 3.25978 -0.0938
C 2.16869 0.82194 4.35749 -1.1538
N 2.36016 1.84488 5.22700 0.3448
C 3.13013 2.79541 4.66198 -0.3310
C 1.91490 1.88506 6.60924 -0.8510
H 6.30206 1.56936 2.64675 0.2905
H 5.98019 2.22717 1.04361 -0.3363
H 5.01395 1.02354 1.58294 0.0315
H 3.96062 3.17809 1.69935 -0.4508
H 4.83157 3.90804 2.87375 0.6026
H 3.08254 0.75938 2.23562 0.6057
H 1.62554 -0.06835 4.62221 0.3355
H 3.41713 3.69171 5.18461 0.5350
H 1.69899 0.93941 7.09393 0.2977
H 1.04486 2.53404 6.71952 0.3457
H 2.67515 2.38749 7.20906 0.3905
C -2.68433 -3.06097 -7.51263 -0.7863
C -1.15632 -2.89912 -7.63532 -0.5987
N -0.52867 -3.41379 -6.41099 0.1559
C -0.03438 -4.67024 -6.14639 -0.7085
C 0.24029 -4.72844 -4.81183 -0.2150
N 0.15492 -3.44683 -4.32371 0.3657
C -0.33786 -2.68273 -5.31428 -0.4355
C 0.43453 -2.94486 -2.99297 -0.5887
H -2.94156 -3.95459 -6.94809 0.3566
H -3.16768 -3.04400 -8.48848 0.3767
H -3.10959 -2.19989 -6.99587 -0.0089
H -0.93766 -1.83071 -7.63680 0.3726
H -0.59769 -3.30963 -8.47279 0.4308
H 0.05953 -5.41337 -6.92013 0.4591
H 0.60262 -5.57149 -4.24995 0.4748
H -0.43136 -1.60776 -5.21375 0.5252
H 1.29294 -2.28017 -3.08972 0.6304
H 0.65602 -3.74277 -2.28434 -0.0130
H -0.45478 -2.48754 -2.56318 0.0783
C -1.36717 3.84674 2.42293 -1.6874
C 0.16929 3.65509 2.33328 0.3104
N 0.46242 2.61089 1.36216 1.8180
C 1.47484 2.62270 0.44333 -0.8743
C 1.52778 1.40279 -0.15412 -0.5798
N 0.43924 0.72040 0.30566 1.5212
C -0.21227 1.44579 1.21192 -1.3427
C -0.02775 -0.45704 -0.38914 0.2446
H -1.86714 3.68540 1.46778 -0.0013
H -1.60791 4.84106 2.78596 0.5778
H -1.73986 3.04864 3.06773 0.6338
H 0.62330 3.56904 3.31968 -0.3358
H 0.55088 4.61733 1.99363 -0.1712
H 2.08775 3.50729 0.34356 0.2714
H 2.14769 0.86777 -0.85942 0.2529
H -1.13614 1.10431 1.65407 0.5765
H 0.64578 -0.88137 -1.13179 -0.4604
H -0.76981 -0.03034 -1.07132 -0.2150
H -0.48858 -1.23824 0.20978 0.1399
C -0.64901 7.82325 3.02285 -0.9424
O -1.04478 7.48886 1.70149 -0.0199
C -2.16911 8.26498 1.28079 -0.7337
C -2.34250 7.98123 -0.20291 -0.4058
N -1.15555 8.47911 -1.02625 -0.0440
H -1.51725 8.39096 -1.97489 0.4271
H -0.97522 9.45613 -0.80748 0.3631
C 0.15580 7.68007 -0.95379 -1.4663
C -0.11218 6.20054 -0.90663 0.2426
O -0.85265 5.86119 -2.05514 -0.5449
C -1.41934 4.54979 -2.01363 -0.2487
H 0.05848 8.65424 3.12514 0.3147
H -0.22627 6.92482 3.46355 0.1659
H -1.46572 8.21466 3.63952 0.4238
H -1.97934 9.31013 1.55721 0.4050
H -3.00744 8.00608 1.93565 0.5088
H -3.27745 8.37500 -0.59974 0.4678
H -2.41979 6.91393 -0.39997 -0.0138
H 0.59761 7.81101 0.03197 0.4720
H 0.71987 8.01877 -1.81493 0.5325
H -0.46016 5.86876 0.07578 0.1186
H 0.86817 5.72101 -1.04501 0.5884
H -1.69862 4.18235 -2.99337 0.3126
H -2.29002 4.60024 -1.34478 0.0840
H -0.74337 3.87686 -1.47904 0.0242
C -7.01883 -1.21459 -5.57109 -0.7932
O -6.31399 -0.67567 -4.46411 -0.3557
C -5.12633 0.01207 -4.80634 -0.3509
C -4.39199 0.44608 -3.60560 -0.0394
N -5.41398 1.14683 -2.69013 0.1846
H -6.02554 1.68917 -3.29667 0.4689
H -5.88387 0.42264 -2.15609 0.5239
C -4.79208 2.09821 -1.67386 -2.0150
C -3.53631 1.55777 -1.02591 1.0760
O -3.54230 0.18429 -0.66119 0.1221
C -4.54890 -0.15382 0.26956 -0.9279
H -8.07079 -1.20482 -5.29805 0.2782
H -6.75981 -2.26537 -5.75155 0.2606
H -6.77419 -0.72109 -6.51274 0.3618
H -5.24318 0.92713 -5.41252 0.4090
H -4.56707 -0.62704 -5.49666 0.0572
H -3.44995 0.92470 -3.87311 -0.0836
H -4.13983 -0.39924 -2.96205 0.2530
H -5.60646 2.34015 -0.99449 0.6994
H -4.44827 2.99589 -2.18628 0.4095
H -3.42683 2.11953 -0.08784 -0.0120
H -2.62402 1.80626 -1.56934 -0.2223
H -5.57446 0.07420 -0.03255 0.2681
H -4.35720 0.29938 1.25111 0.3267
H -4.40820 -1.20891 0.51486 0.2273
C 4.97724 2.09185 -2.87214 -0.5148
O 5.69737 3.29618 -2.61621 -0.5179
C 6.24151 3.43628 -1.34653 0.1753
C 7.51633 4.28646 -1.31885 -1.6125
N 8.45140 3.81974 -2.39671 -0.0460
H 8.00617 4.05034 -3.28540 0.4394
H 9.33093 4.32172 -2.27722 0.3759
C 8.82996 2.34309 -2.50193 -0.4681
C 9.58628 1.78739 -1.32916 -0.7475
O 8.84690 2.01622 -0.15655 -0.1196
C 9.44808 1.53158 1.03309 -0.7533
H 5.45693 1.13164 -2.66953 0.2592
H 4.81937 2.14932 -3.94744 0.3484
H 4.01921 2.11291 -2.34875 0.1110
H 6.49803 2.46243 -0.90547 0.4686
H 5.50284 3.84020 -0.64346 0.5099
H 8.02782 4.36993 -0.36800 0.3283
H 7.03683 5.25310 -1.50405 0.5807
H 9.30060 2.20019 -3.46957 0.4862
H 7.85175 1.86054 -2.46191 0.1546
H 10.61667 2.14663 -1.23691 0.4753
H 9.64665 0.70996 -1.52236 0.3858
H 9.61263 0.45357 0.90637 0.3267
H 8.76551 1.57450 1.87624 0.1666
H 10.42450 1.97741 1.22280 0.3397
C 2.36948 -4.50509 0.97074 -0.8215
O 1.52074 -4.38557 2.12012 0.1640
C 1.48313 -3.12081 2.73589 0.2140
C 0.85862 -3.25308 4.11815 -1.0008
N 1.49903 -4.25835 5.06230 -0.0310
H 2.40369 -3.87485 5.33313 0.4131
H 0.93207 -4.45405 5.88545 0.4403
C 1.84178 -5.67982 4.55498 -0.7453
C 0.59258 -6.41438 4.13722 0.0983
O 0.66964 -7.78411 4.43682 -0.4416
C -0.50965 -8.45287 4.13430 -0.6280
H 1.90740 -3.88725 0.19948 0.1409
H 2.41103 -5.55456 0.68728 0.3419
H 3.39245 -4.18889 1.18177 0.3064
H 0.84613 -2.43613 2.17193 -0.3102
H 2.49896 -2.71015 2.77698 0.4588
H -0.15669 -3.64426 4.02853 0.2541
H 0.73884 -2.34278 4.70330 0.2371
H 2.32038 -6.07610 5.45149 0.4403
H 2.60740 -5.60137 3.79331 0.2386
H 0.34833 -6.26268 3.07965 -0.0035
H -0.31840 -5.98994 4.58953 0.3672
H -1.42500 -8.17360 4.67357 0.3258
H -0.41053 -9.51526 4.35784 0.3857
H -0.74586 -8.36567 3.06325 0.1242
C -4.20355 -10.35815 2.56710 -0.9031
O -4.09441 -9.30375 1.64871 -0.1991
C -5.35159 -8.76136 1.27612 -0.5575
C -5.16262 -7.52455 0.44694 -0.7652
N -4.14189 -7.79686 -0.64916 -0.1215
H -4.38128 -8.64509 -1.16423 0.3382
H -4.33437 -7.06115 -1.33141 0.4401
C -2.64974 -7.70375 -0.35394 -1.1828
C -2.29567 -6.70389 0.75222 -0.0038
O -2.67217 -5.40893 0.47960 -0.3639
C -1.65998 -4.48746 0.13987 -0.5783
H -3.23309 -10.76395 2.85767 0.2858
H -4.76932 -11.21655 2.19423 0.3543
H -4.61182 -10.15063 3.56363 0.3582
H -5.85340 -8.54397 2.22449 0.4008
H -5.86476 -9.56693 0.73580 0.4152
H -4.93133 -6.60390 0.97879 0.2744
H -6.07248 -7.26199 -0.09492 0.5100
H -2.16925 -7.43358 -1.29589 0.6091
H -2.32342 -8.71604 -0.12613 0.3838
H -1.25329 -6.98626 0.94722 0.0754
H -2.84394 -7.00575 1.65322 0.4214
H -1.94691 -3.51285 0.53329 0.3420
H -1.24691 -4.44198 -0.87342 0.3904
H -0.70757 -4.62697 0.67583 0.0541
N -7.05446 3.24026 0.98837 -0.3665
S -5.90839 4.21672 1.27166 0.9210
O -4.69999 3.52415 1.65431 -0.3501
O -6.21455 5.52330 1.78589 -0.5743
F -5.58978 4.55316 -0.28200 -0.3377
S -7.27387 2.63180 2.54684 1.0150
O -7.61065 3.60757 3.53442 -0.5662
O -6.50396 1.46766 2.91688 -0.5322
F -8.67406 1.96996 2.22375 -0.2716
B -1.58165 -0.62949 4.16654 0.2350
F -0.78816 -1.01514 3.07168 -0.1423
F -2.46427 0.37820 3.82274 -0.1889
F -2.25297 -1.69181 4.79859 -0.3508
F -0.73045 -0.10386 5.18662 -0.3886
B 3.38667 5.78894 0.38453 0.1527
F 2.60699 5.33960 1.44431 -0.1600
F 3.43264 4.88146 -0.71573 -0.3213
F 2.95474 7.04766 -0.00342 -0.3044
F 4.72769 5.90306 0.85645 -0.3826
B -0.59431 0.76716 -4.03702 0.4262
F 0.61248 0.57532 -4.76650 -0.3989
F -0.31618 1.71650 -3.04777 -0.2276
F -1.53119 1.15940 -4.99187 -0.3975
F -1.09509 -0.37463 -3.40362 -0.1964
B 3.91564 -1.35498 -1.59335 0.4133
F 2.90718 -0.70349 -2.33859 -0.3485
F 5.22801 -0.99784 -1.96989 -0.3393
F 3.78412 -0.91214 -0.26641 -0.3602
F 3.63632 -2.73755 -1.65573 -0.3912
```

Properties
* HOMO level: -12.84 eV
* total energy: -171439.6395 eV
* LUMO: -5.8 eV
* charge: +3
* largest force on an atom: 3.9 eV/Å

=====

Entry 2:
C48H116BF4N6O4 | the ωB97M-V functional and the def2-TZVPD basis

Geometry as XYZ:
```
179
Properties=species:S:1:pos:R:3:mulliken_spin:R:1
C -1.76574 0.13502 -3.37172 0.0000
C -1.29684 -1.14358 -4.11096 0.0000
N -0.10489 -1.90031 -3.48265 0.0000
C 0.11608 -3.03793 -4.51664 0.0000
C 1.19591 -1.02682 -3.54351 0.0000
C 2.54699 -1.75426 -3.26906 0.0000
C -0.36996 -2.36693 -1.99579 -0.0001
C -1.67868 -3.17936 -1.65147 -0.0001
O -1.80949 -4.35303 -2.48587 0.0000
C -1.20444 -5.48317 -1.79772 0.0000
H -2.39773 0.84787 -3.90137 0.0000
H -0.87476 0.75835 -3.29612 0.0000
H -2.12705 0.01024 -2.35094 0.0000
H -0.95492 -1.00990 -5.13728 0.0000
H -2.15072 -1.80762 -3.97669 0.0000
H -0.72226 -3.69392 -4.75110 0.0000
H 0.90979 -3.65586 -4.09677 0.0000
H 0.51353 -2.64050 -5.45055 0.0000
H 1.13671 -0.19874 -2.83720 0.0000
H 1.21386 -0.65664 -4.56856 0.0000
H 2.66539 -2.66081 -3.86257 0.0000
H 2.73787 -2.07800 -2.24590 0.0000
H 3.43203 -1.21407 -3.60520 0.0000
H -0.20242 -1.45810 -1.41782 0.0000
H 0.50188 -2.96962 -1.74129 0.0000
H -2.63432 -2.65976 -1.72127 0.0000
H -1.73691 -3.45323 -0.59805 0.0000
H -0.12658 -5.32902 -1.74712 0.0000
H -1.29470 -6.40961 -2.36488 0.0000
H -1.63360 -5.55395 -0.79826 0.0000
C -7.55719 -2.25251 -0.58743 0.0043
C -6.81244 -2.98276 0.47294 -0.0039
N -6.31260 -2.10304 1.64839 0.0014
C -5.73334 -3.00045 2.77369 0.0010
C -5.17091 -1.05822 1.21950 0.0015
C -3.87528 -1.72975 0.70276 0.0003
C -7.42185 -1.12440 2.24196 -0.0032
C -8.77135 -1.80416 2.78247 0.0375
O -9.34152 -2.68290 1.90056 0.6935
C -10.54151 -3.31142 2.46210 0.0426
H -7.72709 -3.12363 -1.22020 0.0002
H -7.02786 -1.49288 -1.16264 0.0005
H -8.51322 -1.93074 -0.17443 0.0009
H -5.90659 -3.41245 0.04527 0.0012
H -7.43531 -3.74258 0.94496 0.0038
H -5.09321 -3.82080 2.44910 -0.0002
H -6.55499 -3.43952 3.33956 0.0028
H -5.10869 -2.31676 3.34855 -0.0016
H -4.99957 -0.46278 2.11627 -0.0005
H -5.41441 -0.35305 0.42480 0.0001
H -3.51721 -2.46246 1.42595 -0.0003
H -3.19043 -0.88839 0.59691 0.0000
H -4.04478 -2.18595 -0.27256 0.0001
H -7.61861 -0.38251 1.46802 0.0055
H -6.96542 -0.69517 3.13388 0.0064
H -9.48678 -1.03158 3.06421 0.0489
H -8.55066 -2.39511 3.67139 0.0370
H -10.61850 -4.27359 1.95575 0.0302
H -11.43844 -2.78481 2.13607 0.0774
H -10.66323 -3.33230 3.54508 0.0124
C 4.73672 5.98405 -2.72804 0.0000
C 3.38453 5.36828 -2.35325 0.0000
N 2.32169 5.30388 -3.46838 0.0000
C 2.88733 4.45698 -4.72102 0.0000
C 1.06294 4.68425 -2.86848 0.0000
C 1.34434 3.33700 -2.17929 0.0000
C 2.01690 6.63984 -4.26404 0.0000
C 1.44965 7.82507 -3.36633 0.0000
O 2.23865 7.97089 -2.20367 0.0000
C 1.54212 8.58496 -1.18036 0.0000
H 4.63641 7.01150 -3.07786 0.0000
H 5.30570 5.26557 -3.31808 0.0000
H 5.29536 6.13217 -1.80387 0.0000
H 3.04231 5.67021 -1.36339 0.0000
H 3.69213 4.32939 -2.23411 0.0000
H 3.31823 3.52772 -4.34832 0.0000
H 3.68835 4.89712 -5.31495 0.0000
H 1.98847 4.24502 -5.30001 0.0000
H 0.31258 4.56610 -3.65020 0.0000
H 0.78227 5.48290 -2.18184 0.0000
H 2.04033 3.41002 -1.34361 0.0000
H 1.90833 2.66669 -2.82790 0.0000
H 0.39455 2.87693 -1.90663 0.0000
H 1.31478 6.51882 -5.08896 0.0000
H 2.98844 6.90745 -4.67947 0.0000
H 0.39659 7.71241 -3.10852 0.0000
H 1.42445 8.77434 -3.90144 0.0000
H 2.27165 8.88516 -0.42818 0.0000
H 0.82183 7.84773 -0.82575 0.0000
H 0.95513 9.42930 -1.54181 0.0000
C 7.32068 -3.64031 -2.91236 0.0000
C 7.61928 -3.36415 -1.39482 0.0000
N 6.57552 -2.42329 -0.63721 0.0000
C 6.49819 -1.08145 -1.38162 0.0000
C 5.17097 -3.08102 -0.64113 0.0000
C 4.00689 -2.27468 0.04546 0.0000
C 7.02222 -2.24189 0.95216 0.0000
C 8.35873 -1.55823 1.27407 0.0000
O 8.20904 -0.21168 0.87746 0.0000
C 9.36229 0.57705 0.85485 0.0000
H 7.56042 -2.61432 -3.19161 0.0000
H 6.25445 -3.69502 -3.13207 0.0000
H 7.88536 -4.28350 -3.58729 0.0000
H 8.60091 -2.89033 -1.39569 0.0000
H 7.64400 -4.28835 -0.81747 0.0000
H 5.99574 -1.15297 -2.34626 0.0000
H 7.44953 -0.65476 -1.69941 0.0000
H 6.10570 -0.39627 -0.63024 0.0000
H 5.34026 -4.06771 -0.20998 0.0000
H 4.85811 -3.15950 -1.68231 0.0000
H 3.20297 -2.87831 -0.37578 0.0000
H 3.91990 -1.27240 -0.37402 0.0000
H 4.12154 -2.10924 1.11671 0.0000
H 6.85299 -3.12066 1.57443 0.0000
H 6.25159 -1.58043 1.34801 0.0000
H 9.22407 -1.98604 0.76783 0.0000
H 8.41892 -1.70452 2.35253 0.0000
H 9.25722 1.64122 0.64366 0.0000
H 10.11451 0.17053 0.17882 0.0000
H 10.07805 0.54393 1.67624 0.0000
C 1.54728 -5.22245 0.65457 0.0000
C 0.62137 -5.01332 1.82747 0.0000
C 0.76588 -3.64281 2.42277 0.0000
N 0.02341 -3.37790 3.79347 0.0000
C 0.35443 -4.47925 4.91216 0.0000
C -1.54955 -3.36924 3.58032 0.0000
C -2.02487 -2.39031 4.66874 0.0000
C -0.98482 -1.42325 5.01120 0.0000
C 0.28353 -1.97125 4.26166 0.0000
H 1.61468 -6.20425 0.18592 0.0000
H 2.56449 -5.18788 1.04466 0.0000
H 1.47061 -4.48589 -0.14524 0.0000
H 0.78737 -5.76648 2.59772 0.0000
H -0.33758 -5.31456 1.40583 0.0000
H 0.59669 -2.72429 1.86082 0.0000
H 1.82838 -3.54917 2.64733 0.0000
H 1.41140 -4.73018 4.82308 0.0000
H -0.36213 -5.30028 4.93580 0.0000
H 0.14210 -3.96558 5.84979 0.0000
H -1.92094 -4.38943 3.48340 0.0000
H -1.61811 -2.97315 2.56716 0.0000
H -2.33055 -3.02439 5.50097 0.0000
H -2.97992 -2.00730 4.30920 0.0000
H -0.90266 -1.33291 6.09434 0.0000
H -1.29634 -0.40110 4.79611 0.0000
H 1.19389 -1.95158 4.86079 0.0000
H 0.37367 -1.28890 3.41645 0.0000
C 0.99174 5.16913 1.27360 0.0000
C -0.12422 4.40368 2.12231 0.0000
C -1.24421 3.95431 1.18301 0.0000
N -2.53147 3.64410 2.02093 0.0000
C -2.29325 2.56127 3.09329 0.0000
C -3.91287 3.23962 1.38920 0.0000
C -4.39882 4.54281 0.78618 0.0000
C -4.34255 5.42074 1.99880 0.0000
C -3.11673 4.90871 2.74654 0.0000
H 1.95744 5.06983 1.76923 0.0000
H 0.68005 6.21227 1.22075 0.0000
H 1.08613 4.84718 0.23652 0.0000
H -0.35060 4.93989 3.04390 0.0000
H 0.19394 3.49928 2.64089 0.0000
H -0.94023 3.16094 0.50017 0.0000
H -1.60544 4.64037 0.41689 0.0000
H -1.52805 2.68471 3.85966 0.0000
H -1.93097 1.76155 2.44730 0.0000
H -3.17993 2.14018 3.56720 0.0000
H -4.49634 2.79412 2.19493 0.0000
H -3.91327 2.54435 0.54974 0.0000
H -5.37617 4.54883 0.30363 0.0000
H -3.73698 4.76148 -0.05183 0.0000
H -5.18370 5.36411 2.68970 0.0000
H -4.16112 6.44436 1.67110 0.0000
H -3.50497 4.66875 3.73638 0.0000
H -2.39198 5.69082 2.97267 0.0000
B 0.16441 0.15566 0.53361 0.0000
F 1.31492 -0.27710 -0.01910 0.0000
F -0.50701 0.97872 -0.34544 0.0000
F -0.64231 -0.86164 0.94435 -0.0001
F 0.43967 0.87982 1.70428 0.0000
```

Properties
* HOMO level (alpha / beta): -19.25 / -19.25 eV
* 2S+1: 2
* total energy: -80268.0706 eV
* LUMO (alpha / beta): -11.5 / -17.9 eV
* charge: +6
* largest force on an atom: 4.1 eV/Å

=====

The lowest charge belongs to which entry?
C48H113B4F18N12O14S2